Computed, not measured: a 2-piece molecular cluster, C5H10NO3 overall, with wB97M-V/def2-TZVPD.

The calculation puts the gap between HOMO and LUMO at 8.35 eV. For the energy, the calculation gives -12980.4094 eV. The value obtained for the relative energy (zero: lowest compared OMol25 entry of this formula, charge and spin) is 2.196 eV. The charge is -1.

CARTESIAN COORDINATES (ANGSTROEM)
C (1.5602, -1.2975, 1.6013)
C (2.2080, -0.0469, 1.0082)
O (3.4059, -0.1112, 0.9568)
N (1.3884, 0.9368, 0.5988)
H (1.2210, -1.0526, 2.5670)
H (2.2261, -2.0284, 1.8093)
H (1.5746, 1.8509, 0.1801)
H (0.3675, 1.0198, 1.1481)
H (0.7026, -1.5761, 0.9805)
C (-1.6523, -0.3946, -1.1641)
C (-1.3513, 0.6288, -2.2618)
C (-1.6201, 0.3447, 0.3881)
O (-2.2791, -0.2693, 1.1768)
O (-0.9794, 1.3368, 0.6943)
H (-2.4418, -1.0876, -1.0639)
H (-0.6557, -0.8682, -1.0538)
H (-1.4292, 0.2552, -3.2521)
H (-0.3052, 0.7959, -2.0295)
H (-1.9402, 1.5636, -2.2841)

Atomic forces in eV per Å
-2.727 2.719 -1.331
-0.761 -0.595 0.309
2.838 0.798 -0.758
-2.165 0.088 2.047
-1.084 0.586 1.283
2.354 -2.343 -0.259
0.901 -0.888 0.324
2.134 -0.307 -2.269
0.107 -0.355 0.330
2.753 2.714 2.721
-0.575 0.094 0.735
-1.190 -1.729 -2.691
-2.249 -2.626 1.991
0.981 3.163 -0.732
-1.008 -0.464 -0.589
-0.748 -0.734 -0.099
0.074 -0.715 -1.065
0.105 0.929 -0.478
0.260 -0.332 0.529